(1)
{"formula": "C45H33F3IN3O7P3SbSeW", "method": "ωB97M-V/def2-TZVPD", "elements": ["H", "C", "C", "C", "O", "H", "C", "O", "C", "C", "C", "C", "C", "P", "H", "H", "H", "C", "C", "C", "C", "H", "O", "H", "C", "C", "F", "N", "C", "Se", "H", "C", "H", "H", "C", "O", "C", "H", "C", "H", "H", "H", "O", "H", "N", "C", "C", "C", "H", "H", "C", "H", "H", "H", "F", "H", "H", "C", "C", "C", "O", "P", "H", "C", "H", "H", "C", "N", "C", "H", "H", "C", "H", "H", "I", "C", "F", "P", "H", "W", "H", "C", "C", "C", "O", "C", "C", "C", "C", "Sb", "H", "H", "C", "C", "C", "C", "C", "C"], "positions_angstrom": [[1.976, 6.395, 3.535], [0.515, -2.578, -0.290], [-4.066, -2.479, -0.753], [-3.199, -3.503, 3.501], [2.515, 4.375, -0.352], [2.839, 5.148, -0.836], [-3.180, -2.119, 3.428], [3.203, 2.114, -1.081], [1.281, -0.469, 3.155], [2.172, -0.558, -5.285], [1.573, 5.516, 3.051], [-1.520, 3.330, -2.755], [-3.665, 4.160, -3.376], [2.057, 3.214, -1.329], [-1.487, -3.342, -0.567], [1.955, 0.324, 6.401], [-0.517, -4.200, 1.570], [-1.268, -3.606, 2.072], [-0.450, -3.413, -0.863], [-3.401, -2.905, -3.047], [-4.156, -3.208, -1.927], [-2.229, -5.323, 2.904], [3.403, -0.286, -2.018], [-0.459, 3.497, -2.650], [-1.266, -2.211, 1.967], [2.402, 4.383, 2.806], [-4.424, 5.161, -3.821], [3.693, 4.268, 3.054], [2.804, -1.610, 4.665], [4.221, 2.709, 2.434], [-1.908, -1.616, -3.854], [0.516, 1.285, 5.149], [-4.683, -2.741, 0.095], [0.369, -2.096, -2.913], [1.664, -1.594, -4.522], [4.243, 0.363, 0.314], [-2.103, 2.099, -2.456], [-3.936, 0.956, -2.410], [-0.019, 1.409, 3.853], [-3.954, -4.004, 4.091], [1.973, -2.611, -4.720], [-0.831, -5.023, -2.216], [1.869, 3.634, -2.707], [-2.192, -0.396, 2.653], [0.493, 3.173, 1.812], [-4.266, 2.947, -3.094], [-2.307, 4.371, -3.221], [0.402, 0.607, 2.811], [-5.330, 2.827, -3.244], [-3.519, -3.490, -3.949], [0.393, 0.031, -3.290], [2.214, 1.535, -5.724], [3.703, -3.393, 3.935], [-3.100, -0.858, 0.217], [3.045, -0.846, -6.249], [-1.881, 5.331, -3.476], [2.361, -3.430, 1.851], [-3.473, 1.910, -2.630], [0.284, 5.436, 2.629], [1.458, -1.532, 2.242], [1.813, 0.300, -0.066], [0.106, -1.443, 1.059], [0.155, 1.941, 5.931], [2.284, -2.583, 2.521], [-0.766, 2.174, 3.690], [-0.402, 6.261, 2.757], [1.254, -4.507, -2.164], [2.595, 2.238, 1.895], [-2.383, -1.109, -1.805], [5.015, -0.135, 0.008], [0.601, 2.083, -3.954], [1.888, -0.551, 4.425], [2.618, -2.111, -0.226], [3.312, -1.652, 5.621], [-2.307, 1.816, 1.010], [-2.507, -1.848, -2.981], [-5.004, -4.232, -1.983], [3.181, 0.544, -0.850], [-3.913, -1.535, 3.968], [0.293, 1.158, 0.705], [3.255, -3.766, -1.899], [1.505, 0.376, 5.417], [-2.212, -1.474, 2.672], [-0.078, -4.373, -1.791], [0.836, 2.557, -0.615], [1.813, 3.244, 2.179], [-3.173, -1.421, -0.702], [2.216, -3.674, -1.611], [0.894, 1.054, -4.091], [-0.986, 0.456, -1.779], [1.540, -5.265, -2.882], [-1.249, 4.236, 1.684], [-0.215, 4.256, 2.004], [0.774, -1.292, -3.510], [3.017, -2.583, 3.730], [1.850, -2.721, -0.675], [-2.234, -4.244, 2.832], [1.802, 0.760, -5.095]], "mulliken_charge": [0.546, 2.071, -0.599, -0.790, -0.443, 0.438, -1.098, -0.248, -0.364, -0.003, -0.727, -0.598, 0.113, 0.461, 0.756, 0.521, 0.469, -0.678, -0.875, -0.876, 0.280, 0.512, -0.512, 0.409, 1.441, 0.611, -0.312, -0.843, -0.853, 0.335, 0.566, -1.083, 0.535, 0.263, -0.999, -0.554, 1.363, 0.447, -0.014, 0.470, 0.571, 0.522, -0.643, 0.080, 0.816, -0.781, -1.054, 0.800, 0.497, 0.531, 1.065, 0.540, 0.486, 0.051, -0.346, 0.529, 0.544, -0.847, -1.101, 0.063, 0.115, 1.896, 0.487, -0.343, 0.486, 0.479, -1.081, 0.183, 0.378, 0.394, 0.370, 1.119, 0.785, 0.502, -0.187, -0.490, -0.346, 0.394, 0.496, -0.007, 0.498, -0.890, 0.132, -1.042, -0.154, 0.095, -0.208, -1.443, -0.784, 0.962, 0.502, 0.339, -0.467, 0.554, -1.240, -1.164, -0.903, -0.880], "e_above_lowest_kcal_mol": 0.0, "e_homo_ev": [-13.26, -13.26], "total_charge": 2, "gap_ev": [5.53, 5.53]}

***

(2)
{"formula": "C18H42AsF6N6O6Y", "method": "ωB97M-V/def2-TZVPD", "elements": ["H", "H", "H", "H", "H", "O", "H", "H", "C", "H", "H", "N", "C", "C", "H", "H", "H", "C", "As", "H", "C", "C", "H", "N", "H", "H", "N", "H", "H", "H", "C", "O", "Y", "H", "H", "O", "H", "H", "H", "C", "N", "H", "C", "H", "C", "H", "H", "O", "O", "H", "H", "H", "H", "F", "N", "C", "C", "F", "H", "H", "H", "F", "H", "H", "H", "C", "H", "O", "H", "C", "C", "N", "H", "F", "C", "F", "C", "F", "H", "C"], "positions_angstrom": [[1.736, 7.273, -3.575], [-6.271, 6.740, -3.373], [2.537, -5.886, -3.794], [-1.254, -3.869, 5.791], [4.787, 3.953, -4.260], [-0.069, -1.714, 4.271], [-3.771, -5.915, -2.193], [0.353, -4.314, 5.060], [-0.177, -3.700, 5.789], [3.687, 2.782, -4.651], [5.278, -3.199, -2.785], [5.605, 1.260, 3.554], [5.578, -0.140, 3.722], [4.905, 3.441, 2.848], [1.610, -3.854, -3.459], [6.318, 1.828, 3.990], [4.098, -5.634, -3.370], [-5.513, 3.619, -4.186], [-5.860, -1.359, 3.215], [1.219, -2.070, 8.178], [-4.537, 4.274, -3.176], [4.028, 3.337, -3.777], [5.942, 3.635, 2.574], [2.945, 5.444, -3.381], [0.206, -4.115, 6.721], [-4.710, 7.540, -3.608], [2.579, -3.998, -3.211], [-5.409, 6.350, -4.768], [-5.367, -3.408, -2.613], [6.615, -0.425, 3.543], [-5.247, 6.598, -3.719], [-3.918, 3.483, -2.459], [-0.602, 0.905, 0.222], [-4.490, -4.057, -3.917], [4.853, -4.041, -1.313], [3.591, 1.528, 2.379], [-4.938, 2.952, -4.829], [5.371, -0.383, 4.764], [3.827, 5.813, -3.705], [4.638, 1.977, 2.878], [0.373, -1.306, 6.451], [-2.898, -6.297, -0.011], [-3.330, -3.831, -2.029], [-4.154, -2.462, -3.385], [0.292, -1.615, 7.832], [0.487, -0.346, 6.157], [4.884, -0.573, 3.002], [-2.609, -2.959, -1.524], [2.399, -2.339, -1.824], [-6.329, 3.061, -3.727], [-3.992, 5.946, -2.183], [0.146, -0.713, 8.426], [-0.570, -2.261, 7.996], [-7.059, -2.340, 4.033], [-3.276, -5.158, -1.744], [0.099, -2.181, 5.451], [2.072, 6.492, -2.892], [-4.929, -0.991, 4.715], [4.275, 3.977, 2.139], [-6.063, 4.302, -4.832], [-1.861, -4.900, -0.090], [-6.723, -1.707, 1.683], [4.523, 2.558, -3.197], [1.175, 6.090, -2.422], [-1.560, -6.427, -0.980], [-4.354, -3.466, -3.011], [4.845, 3.901, 3.834], [2.088, 3.581, -2.406], [3.603, -4.825, -4.843], [2.950, 4.142, -3.124], [3.278, -5.088, -3.836], [-4.503, 5.608, -2.985], [2.610, 6.977, -2.078], [-6.912, 0.089, 3.397], [-2.309, -5.687, -0.696], [-4.940, -2.856, 2.887], [3.117, -3.199, -2.357], [-4.591, -0.430, 2.237], [4.974, -2.243, -1.507], [4.603, -3.177, -1.929]], "mulliken_charge": [0.297, 0.335, 0.349, 0.329, 0.305, -0.612, 0.257, 0.314, -1.045, 0.264, 0.371, -0.155, -0.800, -1.225, 0.237, 0.226, 0.331, -0.896, 1.995, 0.306, 0.585, -0.994, 0.364, -0.177, 0.393, 0.303, -0.105, 0.300, 0.328, 0.310, -0.837, -0.629, 2.204, 0.362, 0.314, -0.683, 0.267, 0.274, 0.253, 0.789, -0.049, 0.343, 0.778, 0.288, -0.915, 0.260, 0.295, -0.596, -0.671, 0.285, 0.236, 0.339, 0.356, -0.457, -0.139, 0.618, -0.859, -0.493, 0.293, 0.321, 0.279, -0.488, 0.290, 0.289, 0.319, -1.177, 0.324, -0.704, 0.314, 0.722, -0.905, -0.131, 0.326, -0.478, -0.847, -0.489, 0.722, -0.582, 0.291, -1.107], "e_above_lowest_kcal_mol": 522.0, "e_homo_ev": -13.89, "total_charge": 2, "gap_ev": 2.20}